(1)
This record from the Open Molecules 2025 dataset describes a structure of composition C18H34HgO34PS7. The level of theory is ωB97M-V/def2-TZVPD.

Values from the calculation:
- energy relative to the best compared isomer or geometry (same formula, charge and spin) (kcal per mole) = 0.00
- HOMO level (eV) = -7.8
- total charge = -1
- frontier orbital gap (eV) = 7.258

XYZ file:
```
95
C18H34HgO34PS7 (ωB97M-V/def2-TZVPD)
Hg 0.189 -0.988 -3.250
S 4.145 4.098 0.262
S -5.872 0.030 -2.095
S -3.616 -3.694 1.961
S -1.801 4.870 -3.145
S -3.639 3.425 2.131
S 3.745 -3.384 2.789
S -0.914 0.106 5.505
P 0.304 -0.424 -0.805
O 1.451 -2.534 -4.241
O 3.142 5.064 0.032
O -5.514 -1.335 -2.200
O -2.019 0.459 4.693
O -3.669 -2.845 3.098
O 3.310 -3.656 -4.660
O 0.332 -0.061 0.637
O -4.109 -2.918 0.680
O -3.006 4.756 -2.408
O 4.232 -4.521 2.091
O -7.234 0.404 -2.044
O -2.119 3.866 2.267
O -0.774 -1.456 5.598
O 3.922 -2.069 1.937
O 3.555 2.875 1.076
O 0.840 -1.845 -1.268
O 0.422 0.340 4.678
O -5.139 0.856 -3.233
O 4.394 3.296 -1.082
O -4.341 3.584 3.346
O -0.766 0.662 6.789
O -5.111 0.704 -0.877
O 1.122 0.527 -1.768
O -4.151 4.013 0.950
O -1.652 5.875 -4.127
O -3.364 1.884 1.898
O 2.160 -3.378 2.712
O -1.129 -0.429 -1.544
O -2.098 -3.814 1.484
O -0.549 4.910 -2.179
O 5.371 4.489 0.831
O -4.192 -4.978 1.975
O 4.164 -3.143 4.110
O -1.483 3.435 -3.782
C -0.472 2.727 -3.043
C -1.992 1.597 1.668
C 0.790 -0.847 3.925
C -3.802 1.093 -2.791
C -3.046 -2.111 0.129
C 2.601 -2.807 -3.930
C 3.391 -2.294 -2.761
C -0.176 3.581 -1.817
C 1.726 -2.873 1.452
C -1.764 -2.564 0.878
C -3.892 1.346 -1.292
C 2.883 1.975 0.185
C 4.563 -3.919 -3.987
C 4.826 -2.679 -3.108
C -0.125 -1.989 4.427
C -1.215 2.744 2.338
C 2.835 -1.928 0.987
C 3.409 2.270 -1.227
H 1.570 -3.672 0.726
H 5.385 -1.929 -3.660
H -0.897 1.764 -2.756
H -3.921 2.387 -0.971
H -0.855 2.615 3.355
H 0.867 3.539 -1.521
H -1.416 -1.796 1.572
H 0.551 -0.536 2.905
H 3.001 -2.848 -1.904
H -3.010 -2.291 -0.936
H 5.295 -4.093 -4.770
H 4.495 -4.800 -3.347
H 5.359 -3.036 -2.230
H -1.694 0.644 2.086
H 3.848 1.386 -1.685
H 3.219 -2.167 0.003
H 3.174 0.960 0.448
H 0.345 -2.934 4.669
H 2.521 -0.891 1.019
H -0.927 -2.729 0.200
H 2.640 2.561 -1.940
H 1.863 -1.002 3.993
H -1.750 1.691 0.610
H -0.392 3.031 1.684
H -0.740 3.245 -0.943
H -3.204 -1.066 0.385
H 3.119 -1.253 -2.585
H -0.925 -2.160 3.704
H -3.284 1.859 -3.361
H 0.364 2.492 -3.701
H -3.221 0.180 -2.966
H -3.037 0.855 -0.831
H 0.774 -2.366 1.560
H 1.806 1.979 0.336
```

(2)
This record from the Open Molecules 2025 dataset describes a cluster of 11 separate species, C48H55N5O28S3 in total. The level of theory is ωB97M-V/def2-TZVPD.

Values from the calculation:
- energy relative to the best compared isomer or geometry (same formula, charge and spin) (kcal per mole) = 50.63
- HOMO level (eV) = -9.5
- frontier orbital gap (eV) = 8.467
- SMILES string = O=[N+]([O-])c1ccccc1.O=[N+]([O-])c1ccccc1.O=[N+]([O-])c1ccccc1.O=[N+]([O-])c1ccccc1.O=[N+]([O-])c1ccccc1.O=S1(=O)OCCO1.O=S1(=O)OCCO1.O=S1(=O)OCCO1.O=C1CCCO1.O=C1CCCO1.O=C1CCCO1

XYZ file:
```
139
C48H55N5O28S3 (ωB97M-V/def2-TZVPD)
S -0.526 -0.152 -1.001
S -0.696 -4.577 -0.591
S -0.384 2.436 -6.497
O -0.670 -5.826 -1.302
O -0.546 3.056 3.204
O 0.073 -1.092 -1.896
O -5.870 0.528 5.569
O 5.714 4.637 -2.349
O -1.304 -4.790 -5.748
O 1.032 5.223 -2.808
O -6.071 -4.775 -3.001
O 0.210 3.611 -1.674
O -0.414 -0.670 0.536
O 4.204 -0.452 -4.250
O 4.858 2.840 -3.171
O 6.036 -0.031 -3.193
O 3.375 -0.267 3.262
O -1.082 -3.363 -1.240
O -6.105 1.666 3.759
O 0.717 -4.376 0.166
O -1.835 0.421 -1.160
O 0.477 1.102 -0.776
O 0.189 3.666 -6.015
O 2.291 -2.135 3.863
O -1.169 4.156 5.000
O -1.064 2.388 -7.752
O 0.808 1.308 -6.357
O -0.050 -3.493 -4.538
O -1.579 -4.689 0.816
O -1.241 1.840 -5.299
O -6.212 -3.715 -1.081
N -5.747 0.664 4.364
N 0.720 4.709 -1.745
N 4.947 -0.537 -3.290
N 5.104 3.580 -2.243
N -0.978 -3.704 -5.294
C -4.204 0.306 2.424
C 4.044 4.019 -0.034
C 1.740 6.757 1.824
C 4.566 1.405 0.695
C -4.727 -1.527 3.969
C -3.177 -1.855 2.113
C -3.074 -0.631 -5.231
C 2.507 -3.249 4.755
C 0.635 -4.920 1.512
C 4.700 3.172 -0.909
C 3.702 3.597 1.278
C -5.528 -4.117 -2.159
C -0.434 1.185 -4.343
C 0.755 0.598 -5.136
C 3.976 2.284 1.613
C -2.367 2.140 4.683
C -1.804 -2.231 -7.102
C 3.809 -1.320 5.444
C 0.561 5.011 0.740
C 2.051 7.286 0.571
C -4.877 -0.204 3.547
C 3.587 -2.853 -0.022
C -1.775 -2.593 -5.764
C -3.116 3.121 5.608
C -0.780 -5.460 1.718
C -1.978 3.946 6.152
C -4.067 -2.915 -0.747
C -4.170 -3.425 -2.178
C 3.615 -2.793 5.713
C -2.250 -1.685 -4.832
C 4.423 -1.306 -2.143
C 4.961 -2.691 -0.271
C 1.698 6.647 -0.608
C 4.848 1.851 -0.552
C -3.826 -2.294 3.253
C 0.963 5.464 -0.514
C -3.377 -0.549 1.736
C -3.279 -0.468 -6.598
C 2.625 -2.180 -0.782
C -2.527 -1.182 -7.560
C 3.074 -1.396 -1.860
C 0.999 5.599 1.927
C -5.503 -2.729 -0.287
C -1.245 3.098 4.185
C 0.462 0.162 1.311
C 3.187 -1.112 4.079
C 5.353 -1.971 -1.369
C 0.532 1.470 0.600
H 1.534 -3.267 5.252
H 2.067 7.226 2.743
H -3.853 -3.335 3.568
H -3.990 0.270 -6.948
H -0.920 -6.467 1.314
H -2.562 -1.002 -8.623
H -1.521 3.424 7.004
H 3.256 -3.489 0.789
H -1.012 0.510 -3.721
H -3.568 0.052 -4.555
H 2.743 -4.103 4.125
H -5.354 -1.925 4.753
H -1.888 -1.691 -3.810
H -4.342 1.338 2.142
H 2.466 -0.997 -2.662
H 1.574 -2.282 -0.574
H -3.452 -3.447 -0.024
H -3.472 -1.996 -0.739
H -1.130 -5.489 2.746
H 3.719 1.924 2.600
H 0.610 5.353 2.904
H 1.374 2.108 0.853
H -4.021 -2.633 -2.911
H -3.432 -4.160 -2.504
H 4.717 0.361 0.937
H 5.084 1.081 -1.277
H 0.173 0.181 2.357
H 3.068 4.216 1.889
H 5.668 -3.089 0.443
H -3.693 3.906 5.120
H -0.349 2.077 0.829
H -0.058 1.928 -3.632
H 3.456 -0.634 6.211
H 6.409 -1.933 -1.603
H -2.775 -0.266 0.882
H -1.270 -2.776 -7.875
H 4.835 -1.011 5.227
H 4.502 -3.342 5.395
H -1.811 1.317 5.129
H 3.404 -2.964 6.765
H -5.766 -3.002 0.732
H -2.287 4.846 6.684
H 1.427 -0.345 1.200
H -2.968 1.864 3.823
H 1.347 -5.748 1.451
H -2.542 -2.418 1.447
H -0.203 4.251 0.834
H 3.768 4.998 -0.403
H -5.914 -1.753 -0.547
H 0.463 -0.412 -5.444
H 2.728 8.130 0.550
H 1.711 0.597 -4.618
H 1.106 -4.214 2.193
H -3.571 2.598 6.448
H 2.010 6.983 -1.587
```